88
Properties=species:S:1:pos:R:3 method="wB97M-V/def2-TZVPD" lumo_ev="0.34 / 0.29" energy_ev=-130368.2861 gap_ev="7.85 / 8.63" spin_multiplicity=3
Sb 0.476 -3.406 0.272
Sb 2.692 0.326 0.174
Ti -0.347 0.644 0.148
P -3.139 1.450 0.853
P -2.613 -1.364 1.258
F -0.504 5.633 -1.473
F 0.258 3.108 -3.711
F -1.661 4.248 -0.286
F 0.194 4.994 0.476
F 1.752 4.834 -2.670
F 2.497 2.861 -2.171
F 2.446 4.423 -0.683
F -0.482 1.501 -2.499
F -1.622 3.329 -2.696
O 0.502 2.413 -0.353
O -4.917 -0.061 1.916
O -2.307 -1.157 2.700
O -4.226 2.585 0.921
O -2.260 1.580 -0.336
O -3.260 -2.772 0.907
O -1.484 -1.088 0.264
O -2.370 1.523 2.238
C 2.527 -3.026 4.158
C 1.270 -1.001 3.948
C 2.101 -3.415 2.893
C 6.886 -2.266 0.592
C 5.553 -0.545 -0.424
C 4.802 2.587 0.680
C 1.777 3.901 -1.708
C 2.425 -1.683 -1.932
C 4.669 -1.801 1.397
C 4.493 -0.805 0.449
C 2.624 -7.204 0.691
C 1.042 -2.176 -1.452
C 5.280 3.729 1.305
C 4.460 4.449 2.162
C 1.853 -5.014 -0.005
C 2.725 -5.088 -1.088
C 3.507 -7.247 -0.377
C -4.637 -0.459 -0.483
C 3.548 -6.192 -1.273
C 0.849 -1.409 2.695
C 1.800 -6.103 0.864
C -0.387 2.848 -2.566
C 3.495 2.158 0.887
C 2.652 -0.159 -1.912
C 0.361 3.386 -1.270
C -3.965 -0.173 0.853
C 3.163 4.016 2.393
C 1.271 -2.605 2.120
C 6.737 -1.262 -0.353
C 5.848 -2.532 1.469
C 2.123 -1.811 4.686
C -0.420 4.581 -0.638
C 2.687 2.878 1.759
H 2.774 -4.290 -1.811
H -4.939 -0.873 2.434
H 5.945 -3.312 2.214
H 1.102 -6.108 1.696
H 6.296 4.052 1.120
H -5.397 0.295 -0.693
H 4.152 -8.106 -0.516
H 2.466 -4.359 2.505
H 2.513 4.567 3.060
H -3.907 -0.457 -1.292
H 7.542 -1.037 -1.042
H 3.189 -3.673 4.720
H 7.807 -2.832 0.647
H 4.831 5.341 2.649
H 4.222 -6.223 -2.119
H 0.623 -2.837 -2.218
H -5.113 -1.438 -0.444
H 0.333 -1.340 -1.437
H 5.472 2.041 0.027
H 0.136 -0.789 2.163
H 3.880 -2.022 2.099
H 1.663 2.572 1.942
H -4.792 2.503 1.703
H 0.920 -0.060 4.353
H 1.858 0.378 -2.428
H 3.595 0.060 -2.408
H 3.239 -2.161 -1.385
H 2.545 -2.008 -2.971
H -2.642 -3.510 1.031
H -2.309 0.627 2.675
H 2.457 -1.502 5.668
H 2.569 -8.033 1.385
H 5.469 0.220 -1.188

***

19
Properties=species:S:1:pos:R:3 method="wB97M-V/def2-TZVPD" lumo_ev=-3.93 energy_ev=-8805.0607 gap_ev=9.28 charge=+1
N 0.467 0.526 0.659
N 1.334 2.532 0.234
N -1.196 -1.746 1.034
C 0.038 -1.035 -1.036
C 0.893 1.662 1.184
C -1.331 -1.331 -0.357
C 0.438 0.403 -0.806
H -0.152 -0.076 1.122
H -2.060 -1.703 1.713
H -1.895 -0.428 -0.505
H 1.434 0.657 -1.436
H 1.621 2.329 -0.692
H -1.651 -2.245 -0.972
H -1.077 -2.850 1.147
H -0.161 -1.074 -2.034
H 1.719 3.435 0.580
H -0.341 0.977 -1.350
H 1.209 1.768 2.317
H 0.711 -1.801 -0.800

***

56
Properties=species:S:1:pos:R:3 method="wB97M-V/def2-TZVPD" lumo_ev=-6.68 energy_ev=-54078.9357 gap_ev=8.01 charge=+2
Bi -0.571 0.017 0.106
S -3.427 0.971 0.981
S 1.479 0.101 -1.816
O 1.013 -3.668 1.076
O -0.508 -2.145 0.471
N -0.594 -0.066 2.748
N 3.183 -1.374 -0.413
N -1.526 2.019 -1.353
N 3.492 0.930 -0.272
N -2.385 -0.596 -1.468
C 2.776 -2.540 -1.164
C -0.298 -2.581 2.810
C 0.108 -1.202 3.438
C -4.501 0.202 -0.308
C 4.928 0.944 -0.156
C 4.026 -1.730 0.750
C -3.257 2.679 0.402
C 2.863 2.281 -0.270
C 0.166 -2.838 1.366
C -2.434 1.709 -2.464
C 2.805 -0.129 -0.730
C -2.033 3.036 -0.429
C -3.712 -0.975 -0.887
C -2.429 0.224 -2.713
H -4.180 2.894 -0.176
H 5.012 -2.063 0.373
H -2.272 3.970 -1.010
H -5.313 -0.265 0.276
H 3.647 3.034 -0.305
H 5.233 0.982 0.918
H 2.328 -3.218 -0.465
H -0.197 0.785 3.215
H -2.117 2.239 -3.423
H -1.925 -1.478 -1.730
H -1.232 3.320 0.279
H 3.644 -2.999 -1.643
H -3.458 2.060 -2.225
H -3.319 -0.054 -3.303
H -1.596 -0.009 2.997
H 5.323 1.781 -0.719
H -4.268 -1.540 -1.669
H -0.654 2.404 -1.726
H -1.508 -0.094 -3.233
H 3.527 -2.599 1.241
H -3.223 3.250 1.320
H -4.855 0.898 -1.053
H 1.214 -1.095 3.363
H 5.380 -0.009 -0.607
H 2.220 2.370 0.638
H 2.062 -2.305 -1.966
H 0.073 -3.402 3.396
H 4.128 -0.924 1.497
H 2.236 2.389 -1.167
H -0.211 -1.210 4.489
H -1.389 -2.640 2.836
H -3.474 -1.745 -0.125

***

10
Properties=species:S:1:pos:R:3 method="wB97M-V/def2-TZVPD" lumo_ev=0.67 energy_ev=-7190.3795 gap_ev=11.12 smiles=C#C[C@H](N)C#N
N -1.216 -0.872 -0.373
N -1.195 2.543 -0.386
C -0.880 1.483 -0.051
C 1.001 -0.016 0.267
C -0.466 0.129 0.379
C 2.174 -0.238 0.116
H -0.916 -0.847 -1.345
H -0.961 -1.790 -0.017
H 3.215 -0.429 -0.024
H -0.756 0.036 1.433

***

39
Properties=species:S:1:pos:R:3 method="wB97M-V/def2-TZVPD" lumo_ev=-0.54 energy_ev=-25436.7743 gap_ev=8.14 smiles="O=C(CN1CCCCCC1)Nc1cccc([N+](=O)[O-])c1"
O 6.646 1.182 0.479
O 0.226 -2.613 -0.521
O 5.144 2.305 -0.567
N -1.887 -0.170 -0.651
N 1.228 -0.612 -0.958
N 5.543 1.306 -0.007
C 4.639 0.186 0.087
C -2.545 2.213 -0.380
C -3.645 -0.629 1.035
C 5.049 -0.976 0.728
C -2.236 -0.939 0.533
C 2.487 -0.769 -0.387
C 4.161 -2.034 0.804
C -3.893 0.849 1.326
C 2.893 -1.941 0.257
C 0.182 -1.498 -0.990
C -1.091 -0.916 -1.608
C -3.914 1.687 0.047
C 3.374 0.301 -0.468
C -1.418 1.166 -0.338
H -4.572 2.549 0.183
H -4.328 1.080 -0.759
H -1.695 -1.757 -1.963
H 1.078 0.288 -1.393
H 3.099 1.224 -0.956
H -3.808 -1.212 1.945
H -3.135 1.230 2.013
H 6.040 -1.031 1.148
H -2.638 2.598 -1.398
H -1.514 -0.758 1.347
H 2.207 -2.769 0.320
H -2.254 3.046 0.262
H -4.861 0.937 1.824
H -4.367 -0.964 0.289
H -0.662 1.478 -1.064
H -0.860 -0.272 -2.459
H -2.186 -2.001 0.286
H 4.457 -2.946 1.297
H -0.941 1.184 0.655